No. 1
Computed, not measured: a 2-piece molecular cluster, C4H9O2S overall in a non-equilibrium geometry, with the ωB97M-V functional and the def2-TZVPD basis.

Element x y z (Å)
C  0.88  2.51  -1.38
S  2.13  1.54  -0.46
H  1.44  1.41  0.68
H  0.94  3.54  -1.05
H  -0.11  2.12  -1.15
H  1.07  2.35  -2.44
C  -1.51  -0.42  0.32
C  -2.42  -0.36  1.53
C  -0.59  -1.68  0.23
O  -0.28  -2.22  1.32
O  -0.27  -2.01  -0.93
H  -2.13  -0.49  -0.58
H  -0.89  0.47  0.22
H  -1.91  -0.74  2.41
H  -3.26  -1.05  1.39
H  -2.85  0.63  1.72

Results
- <S²>: 0.75
- Charge: -2
- Energy above the lowest of the compared OMol25 structures with the same formula, charge and spin: 44.2 kJ/mol
- LUMO energy (spin up / spin down): 5.7896 / 5.8643 eV
- Gap between HOMO and LUMO (spin up / spin down): 2.85 / 7.73 eV
- Spin multiplicity: 2

natural (NBO) population analysis, charges in e, atoms 1 to 6: C -0.837; S -0.765; H 0.092; H 0.189; H 0.198; H 0.204

***

No. 2
Computed, not measured: one molecule with the formula C2H7O2PS2 in a non-equilibrium geometry, with the ωB97M-V functional and the def2-TZVPD basis.

Element x y z (Å)
C  1.82  -0.75  -0.92
S  1.18  -1.22  0.73
C  -0.67  -1.05  0.50
P  -1.13  0.67  0.51
O  -0.73  1.45  -0.84
O  -0.38  1.41  1.69
S  -3.06  0.82  0.71
H  1.23  -1.13  -1.75
H  2.80  -1.19  -1.06
H  1.91  0.36  -1.05
H  -1.20  -1.51  1.33
H  -1.01  -1.51  -0.44
H  -1.30  2.25  -0.87
H  0.56  1.40  1.46

Results
- Energy above the lowest of the compared OMol25 structures with the same formula, charge and spin: 0.0 kJ/mol
- LUMO energy: 0.4038 eV
- Gap between HOMO and LUMO: 9.10 eV
- SMILES: CSCP(O)(O)=S
- Spin multiplicity: 1

natural (NBO) population analysis, charges in e, atoms 1 to 6: C -0.751; S 0.176; C -0.933; P 1.843; O -0.998; O -0.960

***

No. 3
Computed, not measured: C29H35N5O4SZr as an isolated structure, with the ωB97M-V functional and the def2-TZVPD basis.

Element x y z (Å)
Zr  -0.65  0.25  -0.97
C  2.14  -1.37  2.79
C  1.48  -0.85  1.55
N  1.09  -1.51  0.52
O  1.30  -2.85  0.43
C  1.11  0.61  1.45
C  0.88  1.47  2.64
N  0.97  0.95  0.23
O  0.12  1.99  -0.16
H  2.53  -2.38  2.71
H  1.42  -1.36  3.62
H  2.97  -0.73  3.06
H  1.66  -3.19  1.27
H  1.84  1.65  3.14
H  0.23  0.95  3.34
H  0.44  2.41  2.34
O  -2.70  6.77  0.78
C  -3.24  5.55  0.88
O  -4.03  5.30  1.74
C  -2.87  4.52  -0.16
C  -2.01  4.74  -1.24
C  -1.69  3.73  -2.13
C  -2.24  2.46  -1.95
S  -1.85  1.08  -3.00
C  -3.14  2.24  -0.90
C  -3.44  3.27  -0.01
H  -2.11  6.84  0.02
H  -1.58  5.72  -1.42
H  -1.03  3.93  -2.95
H  -3.64  1.29  -0.81
H  -4.14  3.11  0.81
C  3.69  -0.69  -3.05
C  2.49  -0.76  -2.08
N  1.32  -0.06  -2.65
C  1.70  1.33  -2.97
C  2.79  1.37  -4.06
N  3.21  -0.05  -4.32
C  2.06  -0.82  -4.90
C  0.90  -0.76  -3.88
H  4.09  -1.67  -3.31
H  4.50  -0.07  -2.68
H  2.74  -0.29  -1.13
H  2.22  -1.80  -1.89
H  2.04  1.81  -2.05
H  0.81  1.86  -3.31
H  3.68  1.91  -3.75
H  2.44  1.77  -5.00
H  3.98  -0.05  -5.00
H  2.41  -1.84  -5.09
H  1.81  -0.35  -5.85
H  0.60  -1.77  -3.61
H  0.04  -0.24  -4.30
C  -3.47  -2.70  -3.09
C  -4.34  -2.17  -2.12
C  -3.87  -1.60  -0.97
C  -2.49  -1.55  -0.73
C  -1.62  -2.12  -1.67
C  -2.12  -2.68  -2.86
N  -1.89  -0.78  0.30
C  -2.59  -0.50  1.50
C  -3.23  -1.54  2.17
C  -3.86  -1.31  3.38
C  -3.85  -0.04  3.95
C  -3.19  0.99  3.29
C  -2.56  0.77  2.07
H  -3.87  -3.15  -3.99
H  -5.41  -2.21  -2.30
H  -4.55  -1.17  -0.24
H  -0.56  -2.27  -1.43
H  -1.44  -3.14  -3.56
H  -3.24  -2.53  1.73
H  -4.37  -2.12  3.88
H  -4.34  0.15  4.89
H  -3.17  1.99  3.72
H  -2.07  1.59  1.58

Results
- Charge: +2
- Energy above the lowest of the compared OMol25 structures with the same formula, charge and spin: 110.9 kJ/mol
- LUMO energy: -6.1342 eV
- Gap between HOMO and LUMO: 6.61 eV
- Spin multiplicity: 1

Mulliken population analysis, charges in e, atoms 1 to 6: Zr -0.429; C -1.709; C 0.344; N 0.731; O -0.467; C 1.010

***

No. 4
Computed, not measured: a 2-piece molecular cluster, C14H32F4N4O9PS overall in a non-equilibrium geometry, with the ωB97M-V functional and the def2-TZVPD basis.

Element x y z (Å)
C  -1.02  -1.95  1.40
C  -0.16  -0.53  1.57
O  1.17  -0.79  1.00
C  1.61  0.25  0.07
C  2.04  -0.44  -1.38
P  3.31  -1.73  -0.84
O  2.49  -3.09  -0.54
O  4.56  -2.14  -1.96
O  4.13  -1.37  0.69
O  0.81  -1.28  -1.61
S  -0.37  -0.31  -2.36
O  -1.26  0.64  -1.51
O  -1.43  -0.97  -3.29
O  0.77  0.79  -3.04
C  2.20  0.46  -2.72
C  2.93  -0.16  -4.07
C  2.21  -1.48  -4.73
N  3.09  -1.83  -5.95
N  0.83  -1.19  -5.35
N  2.24  -2.73  -3.87
C  2.83  1.98  -2.69
F  2.25  2.77  -3.84
F  2.48  2.79  -1.49
C  4.45  2.07  -2.86
F  4.76  2.45  -4.29
F  5.10  3.12  -2.02
H  -2.17  -1.80  1.46
H  -0.78  -2.46  0.35
H  -0.67  -2.76  2.21
H  -0.79  0.29  1.03
H  -0.14  -0.25  2.73
H  0.87  1.14  -0.09
H  2.61  0.74  0.50
H  4.84  -3.12  -1.90
H  4.90  -0.75  0.46
H  3.01  0.63  -4.97
H  4.07  -0.48  -3.88
H  3.99  -2.20  -5.55
H  2.58  -2.59  -6.47
H  0.97  -0.89  -6.36
H  0.37  -2.15  -5.42
H  1.26  -3.00  -3.57
H  2.69  -3.53  -4.37
H  5.03  1.07  -2.67
C  -4.06  0.00  5.34
N  -4.10  1.48  4.95
C  -3.54  2.29  6.12
C  -5.54  1.90  4.71
C  -3.21  1.76  3.71
C  -3.66  1.06  2.41
O  -3.64  -0.36  2.56
H  -4.47  -0.10  6.35
H  -4.68  -0.57  4.65
H  -3.02  -0.34  5.32
H  -4.16  2.12  7.00
H  -3.56  3.35  5.84
H  -2.51  1.97  6.30
H  -5.97  1.27  3.92
H  -5.55  2.95  4.41
H  -6.10  1.77  5.63
H  -2.20  1.43  3.98
H  -3.20  2.84  3.56
H  -2.96  1.31  1.61
H  -4.65  1.37  2.11
H  -3.90  -0.75  1.70

Results
- Charge: +1
- Energy above the lowest of the compared OMol25 structures with the same formula, charge and spin: 956.6 kJ/mol
- LUMO energy: -2.7668 eV
- Gap between HOMO and LUMO: 8.48 eV
- Spin multiplicity: 1

natural (NBO) population analysis, charges in e, atoms 1 to 6: C -0.648; C -0.077; O -0.540; C -0.111; C -0.111; P 2.178

***

No. 5
Computed, not measured: a 5-piece molecular cluster, H10O5 overall, with the ωB97M-V functional and the def2-TZVPD basis.

Element x y z (Å)
O  -2.05  -8.52  9.14
H  -2.75  -9.17  9.20
H  -1.62  -8.71  8.30
O  -0.35  -8.86  6.99
H  0.37  -9.31  6.54
H  -0.59  -8.16  6.40
O  -1.01  -6.48  4.57
H  -1.37  -5.80  4.00
H  -1.52  -7.26  4.36
O  2.25  -11.16  5.30
H  1.95  -10.26  5.13
H  2.66  -11.43  4.48
O  1.44  -8.87  3.93
H  1.95  -8.33  3.32
H  0.71  -9.20  3.41

Results
- Energy above the lowest of the compared OMol25 structures with the same formula, charge and spin: 111.6 kJ/mol
- LUMO energy: 0.0157 eV
- Gap between HOMO and LUMO: 10.59 eV
- SMILES: O.O.O.O.O
- Spin multiplicity: 1

natural (NBO) population analysis, charges in e, atoms 1 to 6: O -0.956; H 0.457; H 0.487; O -0.956; H 0.487; H 0.481

***

No. 6
Computed, not measured: C25H16AuIOPS4Se as an isolated structure, with the ωB97M-V functional and the def2-TZVPD basis.

Element x y z (Å)
Au  1.70  -1.27  0.20
I  0.78  2.94  2.10
C  -0.02  1.97  3.78
C  0.81  2.00  4.86
C  0.39  1.55  6.13
C  -0.90  1.14  6.29
C  -1.78  1.10  5.19
C  -3.13  0.75  5.42
C  -4.03  0.70  4.40
C  -3.57  0.89  3.09
C  -2.26  1.18  2.79
P  -1.75  0.97  1.01
C  -2.22  -0.78  0.72
C  -2.06  -1.21  -0.60
C  -2.31  -2.53  -0.95
C  -2.70  -3.44  0.02
C  -2.83  -3.03  1.34
C  -2.59  -1.71  1.68
C  -3.15  1.89  0.24
C  -4.24  1.31  -0.40
C  -5.23  2.10  -0.97
C  -5.15  3.48  -0.91
C  -4.06  4.07  -0.28
C  -3.07  3.29  0.28
C  -1.34  1.42  3.87
H  1.81  2.41  4.75
H  1.08  1.56  6.96
H  -1.27  0.84  7.26
H  -3.44  0.53  6.44
H  -5.07  0.46  4.58
H  -4.26  0.73  2.27
H  -1.71  -0.52  -1.36
H  -2.17  -2.85  -1.97
H  -2.86  -4.48  -0.24
H  -3.09  -3.75  2.11
H  -2.67  -1.41  2.72
H  -4.32  0.23  -0.45
H  -6.08  1.63  -1.46
H  -5.92  4.10  -1.35
H  -3.98  5.15  -0.23
H  -2.21  3.75  0.76
O  -1.19  -5.00  5.20
C  -0.64  -4.36  4.34
S  -0.27  -2.63  4.48
C  0.48  -2.46  2.91
C  0.54  -3.55  2.13
S  1.19  -3.55  0.51
S  -0.10  -5.03  2.79
S  1.04  -0.88  2.41
Se  2.47  -0.11  -1.64

Results
- Charge: -1
- Energy above the lowest of the compared OMol25 structures with the same formula, charge and spin: 2.5 kJ/mol
- LUMO energy (spin up / spin down): 0.8749 / 0.9073 eV
- Gap between HOMO and LUMO (spin up / spin down): 5.15 / 5.18 eV
- Spin multiplicity: 1

natural (NBO) population analysis, charges in e, atoms 1 to 6: Au 0.714; I 0.183; C -0.093; C -0.251; C -0.198; C -0.189

***

No. 7
Computed, not measured: a 2-piece molecular cluster, C24H36ClSi overall in a non-equilibrium geometry, with the ωB97M-V functional and the def2-TZVPD basis.

Element x y z (Å)
H  -0.37  1.45  0.00
Si  -0.89  2.80  -0.82
Cl  0.67  3.45  -1.99
C  -2.49  2.50  -1.81
C  -1.60  3.97  0.48
H  -3.29  2.13  -1.13
H  -2.78  3.50  -2.22
H  -2.31  1.77  -2.63
H  -2.18  3.43  1.25
H  -0.78  4.54  0.97
H  -2.30  4.69  -0.02
C  -3.01  -1.47  -3.87
C  -2.49  -1.77  -2.49
C  -2.90  -0.93  -1.46
C  -2.36  -1.04  -0.17
C  -2.79  -0.02  0.87
C  -1.41  -2.03  0.09
C  -0.64  -2.02  1.41
C  -1.48  -2.54  2.59
C  0.07  -0.66  1.74
C  0.51  0.14  0.54
C  1.85  0.69  0.54
C  2.74  0.36  -0.51
C  2.32  -0.61  -1.60
C  4.06  0.78  -0.43
C  4.49  1.55  0.65
C  5.93  1.98  0.66
C  3.64  1.84  1.72
C  2.30  1.43  1.67
C  1.43  1.68  2.88
C  -1.21  -3.05  -0.87
C  -0.49  -4.32  -0.50
C  -1.67  -2.87  -2.18
H  -2.88  -2.32  -4.53
H  -4.08  -1.21  -3.81
H  -2.50  -0.59  -4.29
H  -3.64  -0.16  -1.65
H  -2.73  -0.47  1.88
H  -2.12  0.87  0.84
H  -3.83  0.31  0.69
H  0.17  -2.76  1.29
H  -1.91  -3.52  2.31
H  -0.85  -2.66  3.47
H  -2.27  -1.82  2.82
H  -0.59  0.01  2.34
H  0.87  -0.95  2.45
H  0.08  -0.27  -0.40
H  3.07  -0.60  -2.41
H  2.33  -1.64  -1.20
H  1.33  -0.40  -2.07
H  4.76  0.47  -1.20
H  6.11  2.68  1.50
H  6.56  1.07  0.75
H  6.20  2.52  -0.27
H  4.00  2.40  2.60
H  1.94  2.36  3.58
H  0.44  2.11  2.67
H  1.26  0.77  3.48
H  -0.67  -5.07  -1.27
H  0.60  -4.19  -0.44
H  -0.82  -4.73  0.46
H  -1.38  -3.59  -2.96

Results
- Charge: +1
- Energy above the lowest of the compared OMol25 structures with the same formula, charge and spin: 76.2 kJ/mol
- LUMO energy: -5.1515 eV
- Gap between HOMO and LUMO: 6.12 eV
- Spin multiplicity: 1

natural (NBO) population analysis, charges in e, atoms 1 to 6: H -0.159; Si 1.478; Cl -0.315; C -1.121; C -1.137; H 0.254

***

No. 8
Computed, not measured: C34H49AlBBrF11N3O9 as an isolated structure in a non-equilibrium geometry, with the ωB97M-V functional and the def2-TZVPD basis.

Element x y z (Å)
C  -6.48  -4.01  2.71
C  -7.36  -2.64  2.50
C  -8.02  -2.46  1.01
C  -6.93  -2.43  -0.22
O  -6.52  -1.08  -0.64
C  -5.45  -1.25  -1.64
C  -5.83  -1.74  -3.16
O  -6.79  -2.54  -3.64
N  -4.81  -1.15  -4.16
C  -3.78  -0.21  -3.49
C  -3.77  1.02  -4.63
O  -3.64  2.36  -4.03
C  -2.30  2.61  -3.49
C  -1.20  3.18  -4.56
O  -0.10  2.23  -4.85
C  0.83  2.09  -3.71
C  2.17  3.07  -3.83
C  -2.41  -1.16  -3.52
C  -2.57  -2.66  -2.88
C  -1.23  -3.64  -2.95
C  0.14  -2.99  -3.65
C  0.00  -1.45  -4.21
N  -1.20  -0.55  -4.17
C  -4.52  0.06  -2.06
B  -3.67  0.64  -0.78
O  -2.87  -0.22  0.12
C  -3.72  2.28  -0.41
C  -2.30  2.85  0.20
H  -6.42  -4.70  1.76
H  -5.37  -3.67  2.96
H  -6.82  -4.68  3.62
H  -8.28  -2.72  3.26
H  -6.73  -1.71  2.87
H  -8.74  -3.39  0.84
H  -8.72  -1.50  0.98
H  -7.45  -2.98  -1.15
H  -6.04  -3.13  0.10
H  -4.65  -1.88  -1.02
H  -4.41  -1.85  -4.83
H  -3.02  0.81  -5.51
H  -4.85  0.98  -5.12
H  -2.43  3.45  -2.65
H  -1.82  1.69  -2.92
H  -1.69  3.61  -5.55
H  -0.68  4.12  -4.05
H  0.35  2.27  -2.66
H  1.26  0.98  -3.69
H  2.24  3.83  -2.92
H  3.15  2.43  -3.83
H  2.09  3.62  -4.88
H  -3.53  -3.13  -2.41
H  -1.26  -4.75  -2.51
H  1.08  -3.68  -3.71
H  0.97  -1.01  -4.75
H  -5.34  0.86  -2.35
H  -1.88  -0.07  0.01
H  -4.10  2.88  -1.37
H  -4.55  2.49  0.42
H  -2.59  3.59  1.08
H  -1.67  3.49  -0.56
H  -1.59  2.02  0.64
C  2.39  -0.12  2.64
C  1.79  1.09  1.90
C  2.53  2.41  2.08
F  2.64  2.78  3.38
F  1.87  3.42  1.46
F  0.48  1.19  2.22
F  1.81  0.78  0.56
O  1.84  -0.42  3.93
C  2.33  0.38  5.00
C  1.28  1.36  5.56
F  0.72  2.11  4.58
F  1.84  2.23  6.44
F  3.47  0.99  4.61
F  2.69  -0.49  5.98
H  2.16  -1.00  2.04
H  3.49  -0.09  2.67
H  3.54  2.36  1.66
H  0.48  0.82  6.07
Al  -4.17  -1.58  0.50
C  6.42  -5.10  2.18
C  5.04  -4.63  1.75
O  5.02  -3.20  1.62
C  5.52  -2.69  0.45
O  5.98  -3.38  -0.45
C  5.39  -1.17  0.43
F  5.78  -0.58  1.60
F  4.11  -0.76  0.21
F  6.14  -0.58  -0.55
H  6.73  -4.59  3.10
H  6.42  -6.18  2.36
H  7.17  -4.87  1.42
H  4.31  -4.89  2.52
H  4.72  -5.11  0.82
O  7.82  -5.54  4.39
H  8.57  -4.93  4.42
H  8.22  -6.42  4.45
N  7.77  5.34  2.18
C  7.15  4.39  2.93
C  5.79  4.15  2.89
C  5.01  4.93  2.04
C  5.61  5.91  1.26
C  6.99  6.07  1.36
H  7.81  3.82  3.58
H  5.35  3.38  3.51
H  3.93  4.77  1.99
H  5.03  6.53  0.59
H  7.51  6.82  0.77
Br  -6.71  1.80  -3.07

Results
- Charge: +2
- LUMO energy: -11.3387 eV
- Gap between HOMO and LUMO: 1.08 eV
- Spin multiplicity: 1

Mulliken population analysis, charges in e, atoms 1 to 6: C -0.729; C -0.401; C -0.642; C -0.070; O -0.237; C -0.365

***

No. 9
Computed, not measured: C39H42BrCdIN3O2PS as an isolated structure, with the ωB97M-V functional and the def2-TZVPD basis.

Element x y z (Å)
Cd  -0.20  0.19  -0.47
C  -1.41  -1.51  3.09
C  -2.24  -1.88  1.85
N  -2.59  -0.71  1.03
C  -3.58  0.20  1.63
C  -3.01  1.30  2.53
S  -1.67  2.29  1.73
C  -0.46  2.51  3.10
C  0.73  1.56  3.14
N  -0.46  -0.50  2.70
H  -2.10  -1.18  3.88
H  -0.89  -2.39  3.46
H  -1.66  -2.54  1.20
H  -3.15  -2.41  2.18
H  -2.99  -1.07  0.17
H  -4.13  0.68  0.82
H  -4.32  -0.36  2.23
H  -3.81  2.00  2.76
H  -2.63  0.90  3.46
H  -0.10  3.53  2.94
H  -1.03  2.49  4.03
H  1.15  1.48  2.13
H  1.50  2.01  3.77
H  0.77  -0.90  1.70
C  0.89  -4.29  1.33
C  0.22  -4.63  0.03
C  -0.49  -5.82  -0.06
C  -1.20  -6.15  -1.20
C  -1.23  -5.27  -2.27
C  -0.49  -4.11  -2.22
C  0.26  -3.78  -1.09
P  1.18  -2.19  -1.07
C  2.95  -2.62  -0.91
C  3.37  -3.93  -0.72
C  4.70  -4.23  -0.53
C  5.63  -3.20  -0.51
C  5.22  -1.90  -0.71
C  3.89  -1.58  -0.92
C  3.50  -0.15  -1.15
C  1.12  -1.76  -2.85
C  2.11  -2.16  -3.73
C  2.16  -1.65  -5.02
C  1.23  -0.71  -5.42
C  0.22  -0.31  -4.55
C  0.12  -0.86  -3.27
C  -1.01  -0.52  -2.40
H  0.15  -4.23  2.12
H  1.43  -3.35  1.27
H  1.60  -5.07  1.61
H  -0.48  -6.50  0.78
H  -1.74  -7.09  -1.26
H  -1.82  -5.49  -3.15
H  -0.50  -3.44  -3.07
H  2.64  -4.74  -0.74
H  5.01  -5.25  -0.39
H  6.68  -3.42  -0.35
H  5.96  -1.10  -0.68
H  4.39  0.46  -1.28
H  2.95  0.22  -0.29
H  2.88  -0.06  -2.04
H  2.87  -2.86  -3.41
H  2.92  -1.99  -5.71
H  1.28  -0.28  -6.41
H  -0.51  0.41  -4.88
H  -1.56  -1.40  -2.07
H  -1.68  0.21  -2.85
Br  2.70  -1.31  7.74
C  1.82  -0.78  6.12
C  0.51  -0.26  6.19
C  -0.12  0.15  5.08
C  0.48  0.11  3.70
C  1.80  -0.63  3.71
C  2.43  -0.97  4.91
C  2.50  -0.93  2.50
O  3.66  -1.26  2.37
O  1.70  -0.86  1.35
H  0.01  -0.20  7.15
H  -1.14  0.51  5.16
H  -0.96  0.25  2.24
H  3.41  -1.42  4.84
I  -5.50  3.19  -1.56
C  -3.46  3.41  -2.06
C  -3.03  4.43  -2.90
C  -1.67  4.49  -3.17
C  -0.82  3.55  -2.60
N  -1.25  2.59  -1.79
C  -2.55  2.52  -1.53
H  -3.72  5.13  -3.33
H  -1.28  5.26  -3.82
H  0.24  3.56  -2.81
H  -2.87  1.72  -0.88

Results
- LUMO energy: -0.9042 eV
- Gap between HOMO and LUMO: 4.64 eV
- Spin multiplicity: 1

Mulliken population analysis, charges in e, atoms 1 to 6: Cd 0.896; C -1.113; C -0.784; N -0.012; C -1.202; C -0.222